# 1
{"formula": "C23H17BrIN5O6Os", "method": "wB97M-V/def2-TZVPD", "species": ["Os", "O", "C", "O", "C", "C", "C", "N", "C", "C", "C", "O", "O", "H", "H", "H", "O", "C", "C", "C", "N", "C", "Br", "C", "H", "H", "H", "H", "I", "C", "C", "C", "C", "C", "N", "H", "H", "H", "H", "N", "C", "O", "C", "C", "C", "C", "N", "C", "H", "H", "H", "H", "H", "H"], "coordinates": [[0.5842, 0.0515, -0.7045], [-4.6325, -0.3954, 5.2292], [-3.8286, -1.0953, 5.6465], [-2.9975, -1.7833, 6.0257], [-2.3836, -0.6704, 3.2476], [-2.9093, 0.1250, 2.2713], [-2.1370, 0.2527, 1.1187], [-0.9576, -0.3444, 1.0031], [-0.4861, -1.1035, 1.9828], [-1.1897, -1.3176, 3.1696], [0.9131, -1.7610, 1.7960], [1.2973, -2.5333, 2.6311], [1.5107, -1.3816, 0.7408], [-3.8560, 0.6347, 2.3612], [-2.4764, 0.8424, 0.2786], [-0.7685, -1.9533, 3.9356], [-2.2991, 5.6615, -2.6218], [-1.5915, 4.6040, -2.3014], [-0.4854, 4.6043, -1.4343], [0.1351, 3.4151, -1.1309], [-0.2497, 2.2196, -1.6034], [-1.2649, 2.2390, -2.4785], [-1.7334, 0.5542, -3.2248], [-1.9569, 3.3643, -2.8543], [-2.0020, 6.4855, -2.2058], [-0.1193, 5.5262, -1.0066], [0.9878, 3.4263, -0.4684], [-2.7665, 3.3164, -3.5638], [3.2792, 0.5520, -1.6519], [2.9152, 1.4768, 0.2350], [3.8787, 2.1475, 0.9588], [3.4842, 2.7397, 2.1533], [2.1574, 2.6367, 2.5511], [1.2650, 1.9453, 1.7490], [1.6360, 1.3790, 0.5978], [4.8975, 2.2154, 0.6104], [4.2004, 3.2871, 2.7489], [1.8191, 3.0876, 3.4701], [0.2177, 1.8654, 2.0111], [3.0318, -4.6126, -2.5850], [1.7447, -4.9694, -2.6417], [1.3697, -6.0639, -2.9952], [0.7024, -3.9470, -2.2191], [-0.5888, -4.4406, -2.0289], [-1.5893, -3.5598, -1.6570], [-1.2622, -2.2339, -1.4347], [-0.0237, -1.7524, -1.6060], [0.9358, -2.5932, -2.0156], [3.7100, -5.3168, -2.8442], [3.3742, -3.7402, -2.2238], [-0.7757, -5.4957, -2.1793], [-2.6055, -3.8946, -1.5254], [-2.0278, -1.5299, -1.1299], [1.9171, -2.1663, -2.1870]], "mulliken_charge": [1.19, -0.36, 0.81, -0.34, -0.09, -0.83, -0.38, 0.37, 0.57, -0.65, 0.34, -0.62, -0.61, 0.53, 0.52, 0.67, -0.49, 0.95, -0.76, -0.51, -0.23, 0.08, -0.04, -0.58, 0.33, 0.35, 0.44, 0.48, 0.09, 0.33, -0.43, -0.33, -0.97, -0.04, 0.02, 0.48, 0.44, 0.47, 0.52, -0.30, 0.39, -0.59, 0.43, -0.25, -1.15, -0.10, 0.18, -0.22, 0.25, 0.13, 0.52, 0.48, 0.54, -0.02], "charge": 2, "fmax_ev_per_a": 4.33, "total_energy_ha": -4573.63030}

---

# 2
{"formula": "C22H35BCl2FIN4O8P", "method": "wB97M-V/def2-TZVPD", "species": ["C", "C", "C", "C", "C", "C", "I", "C", "C", "C", "C", "O", "N", "C", "O", "C", "C", "C", "O", "Cl", "N", "F", "C", "C", "B", "O", "O", "P", "O", "Cl", "H", "H", "H", "H", "H", "H", "H", "H", "H", "H", "H", "H", "H", "H", "H", "H", "H", "H", "H", "H", "H", "C", "C", "O", "N", "C", "H", "H", "H", "H", "H", "H", "H", "C", "C", "O", "N", "C", "H", "H", "H", "H", "H", "H", "H"], "coordinates": [[-3.5063, 0.0442, 0.7697], [-2.8268, -0.9897, 1.2514], [-1.9801, -2.1995, 1.9666], [-2.1148, -3.5416, 1.1255], [-3.4916, -4.3674, 1.2473], [-4.7976, -3.6216, 0.6699], [-4.6548, -3.1313, -1.4818], [-0.4649, -1.5446, 1.9217], [0.1401, -1.1341, 0.4766], [0.5412, -2.3569, -0.4940], [1.9235, -2.0547, -1.2970], [1.8412, -2.8124, -2.5483], [0.5870, -2.5234, 2.4242], [1.6047, -1.8872, 2.9562], [2.6469, -1.1725, 3.1152], [-0.8236, -0.3191, 2.9757], [-0.0003, 1.0597, 3.1851], [0.2969, 1.8860, 1.8436], [1.5204, 2.1961, 1.6053], [-1.0212, 2.3626, 0.6205], [-1.9755, -0.5756, 3.6539], [-2.5289, 0.4497, 4.3233], [-2.4538, -2.0312, 3.4911], [-1.6294, -2.7447, 4.7055], [-1.6284, -4.3747, 4.6900], [-2.1707, -5.0790, 5.8695], [-1.1001, -5.2351, 3.6558], [-4.3244, -1.8556, 3.9113], [-5.1435, -3.3619, 3.8159], [-4.5949, -1.3051, 5.9735], [-4.2776, 0.8887, 0.6372], [-1.2502, -4.3145, 1.2627], [-2.0272, -3.2355, -0.0015], [-3.3506, -5.3231, 0.5875], [-3.5824, -4.7582, 2.3250], [-5.7773, -4.2436, 0.7692], [-5.0362, -2.6136, 1.2093], [1.1133, -0.5024, 0.6285], [-0.5544, -0.4343, -0.1523], [0.5775, -3.3975, -0.0133], [-0.2913, -2.4146, -1.3132], [1.9151, -0.9349, -1.5699], [2.8114, -2.3704, -0.6413], [1.0183, -2.5242, -3.0272], [-0.4692, 1.7831, 3.9453], [1.0243, 0.7379, 3.6687], [-0.5086, -2.4134, 4.7511], [-2.0484, -2.4349, 5.7530], [-1.3351, -5.3309, 6.3626], [-0.2481, -4.8835, 3.2872], [-4.5519, -4.0755, 4.1889], [-0.2056, 6.1875, -3.6090], [0.0796, 4.7112, -3.5477], [-0.5352, 3.8990, -4.2305], [1.0552, 4.2852, -2.7006], [1.8858, 5.0777, -1.8201], [-1.0063, 6.3743, -4.3266], [-0.5282, 6.5469, -2.6292], [0.6858, 6.7271, -3.9366], [1.1888, 3.2827, -2.7150], [2.9276, 4.9102, -2.0955], [1.7239, 4.7313, -0.7964], [1.6598, 6.1408, -1.8836], [3.6561, 4.0680, -5.8886], [4.5408, 4.1916, -4.6777], [4.2424, 4.8995, -3.7217], [5.7048, 3.4868, -4.6635], [6.2296, 2.6055, -5.6831], [2.7667, 4.6860, -5.7549], [4.1882, 4.4152, -6.7772], [3.3403, 3.0302, -6.0165], [6.2446, 3.6207, -3.8183], [6.3606, 1.6146, -5.2430], [7.2021, 2.9895, -5.9982], [5.5709, 2.5342, -6.5469]], "mulliken_charge": [-0.97, -0.40, 1.53, -0.36, -0.62, -0.77, 0.01, 0.32, -0.85, -0.44, -0.33, -0.54, -0.29, 0.73, -0.47, -0.46, -0.61, 0.49, -0.45, -0.11, 0.56, -0.20, 0.75, -0.95, 0.57, -0.57, -0.50, 0.25, -0.44, -0.22, 0.37, 0.22, 0.09, 0.39, 0.21, 0.54, 0.13, 0.51, 0.19, 0.07, 0.38, 0.27, 0.30, 0.34, 0.45, 0.26, 0.30, 0.28, 0.32, 0.34, 0.38, -1.27, 0.81, -0.69, 0.01, -0.65, 0.30, 0.35, 0.36, 0.13, 0.24, 0.16, 0.31, -1.23, 0.77, -0.69, -0.16, -0.82, 0.17, 0.42, 0.37, 0.24, 0.28, 0.28, 0.32], "charge": 1, "fmax_ev_per_a": 8.63, "total_energy_ha": -3363.86012}

---

# 3
{"formula": "C4H12N2O", "method": "wB97M-V/def2-TZVPD", "species": ["N", "C", "N", "O", "H", "H", "H", "H", "C", "C", "C", "H", "H", "H", "H", "H", "H", "H", "H"], "coordinates": [[-2.1005, 0.3217, -0.7480], [-1.3207, 0.6627, 0.3684], [-1.9010, 0.1943, 1.5692], [-0.6930, 1.7647, 0.3249], [-2.3965, -0.6404, -0.8061], [-1.7522, 0.7004, -1.6147], [-1.5172, 0.6400, 2.3895], [-2.9108, 0.1523, 1.5733], [1.8055, 0.7322, 0.2205], [1.1953, -0.5974, 0.1909], [1.1605, -1.3062, -1.1509], [2.5506, 0.9262, -0.5445], [2.1685, 1.0314, 1.2000], [0.7862, 1.4575, 0.1177], [1.5006, -1.2539, 1.0059], [-0.0256, -0.3438, 0.3834], [0.5725, -2.2238, -1.1017], [2.1722, -1.5567, -1.4753], [0.7056, -0.6611, -1.9024]], "mulliken_charge": [-0.50, 0.48, -0.48, -0.68, 0.23, 0.26, 0.23, 0.25, -1.04, 0.25, -1.31, 0.35, 0.30, 0.33, 0.40, -0.08, 0.33, 0.39, 0.29], "smiles": "NC(N)=O.CCC", "fmax_ev_per_a": 4.74, "total_energy_ha": -344.30514, "de_lowest_ev": 2.174}

---

Question: Number 3 is which compound?
Answer: C4H12N2O